1.
Here is C27H79O13Zr as an isolated structure in a non-equilibrium geometry from the OMol25 dataset. Energies are from the ωB97M-V functional and the def2-TZVPD basis.

XYZ file:
```
120
C27H79O13Zr | the OMol25 dataset | the ωB97M-V functional and the def2-TZVPD basis
O 3.4025 -0.2140 3.3765
H -2.8546 -2.5277 -1.3645
H 5.2597 -0.7584 -0.2611
C 3.1831 3.4662 2.9043
H 0.0513 -3.5300 -0.1352
C -0.0374 0.6367 -0.4675
H -0.2089 1.9240 6.6287
H -1.8876 -3.3416 3.1102
H -1.0931 -0.2626 -4.2389
O 0.0776 -5.8750 -1.6522
H 1.8911 -0.4474 -0.5954
H 2.9439 -3.2931 2.0255
O 0.8182 3.3154 2.5131
H 4.0307 3.9403 3.3992
C 0.8228 0.8404 5.1405
H -4.0551 2.0620 -5.7092
H 1.7724 1.2407 -3.4229
C 2.8072 -2.2217 2.1722
H -5.9107 1.7642 -0.7701
H -1.8671 -0.4998 -0.1189
H -3.2565 7.4120 -1.1694
H 0.1530 2.9575 5.2615
H -4.0447 5.9324 -1.2444
C -0.0168 -5.7326 -0.2498
H -1.0958 1.7701 5.0528
H -1.5621 -3.8618 -2.5991
O -4.7217 -3.9051 1.0734
H -3.5487 2.6411 -0.3270
H -5.7091 2.0266 -2.4443
H 2.0734 1.2311 -0.7470
C 3.6882 -1.5979 3.2227
H 5.7688 -0.3408 1.4047
C -1.3190 -3.3612 -3.5363
C -2.0764 -1.2652 3.5735
C -1.8910 5.7960 -1.4287
H 1.7403 -2.0757 2.3413
H 3.8353 1.0810 0.9874
H 1.6181 4.2426 4.1643
H 5.2947 2.0456 1.0742
C 0.6567 -4.3951 0.1353
H -1.6868 1.7026 -5.6896
H 0.6932 -4.3930 -2.5958
O 0.9680 0.9975 3.7466
H 0.5064 -0.1692 5.4027
H -1.0584 -5.7038 0.0698
H 1.7344 0.4833 3.4824
C -3.4960 -3.5024 0.4730
H -5.1188 -4.5590 0.4934
Zr -0.4396 3.9594 0.8477
O 1.0170 -3.7238 -3.2031
H -2.7929 -4.3321 0.3997
H -4.4748 -2.1254 -1.0073
H -0.8168 -0.4176 1.2249
C -0.8077 -0.4782 0.1367
H -3.0070 -1.3336 4.1369
H 6.6126 0.6411 -1.0987
C 1.8050 4.1678 3.0930
H -0.2551 0.5682 -1.5334
H -1.0198 6.4100 -1.2006
C -3.7632 -2.9477 -0.9331
H -2.3574 -1.0225 2.5487
H -4.2652 -3.6484 -1.6003
O 6.8145 0.3798 -0.1973
H -1.5746 -0.4103 4.0268
H -2.5061 4.0330 -1.3329
O -3.2687 2.9442 -2.3698
H -3.1934 6.3962 0.2524
C 1.4997 0.4873 -0.1941
H 3.3925 3.4168 1.8357
H -0.3613 -2.5253 3.1096
H 3.1771 2.4619 3.3280
H -3.5191 1.1979 -1.3537
C 3.2800 -0.3032 -3.2569
C -1.9200 0.4068 -4.0014
H 5.1920 -0.4520 -3.6602
H -5.6661 3.4192 -1.3423
H 0.4754 -6.5153 0.3276
H 0.9577 -4.4285 1.1824
O -0.4238 1.9815 -0.1521
H -0.1629 -6.7955 -1.7805
H 4.6928 -1.6808 2.8081
H -2.7825 0.4348 -6.0264
H 3.6394 0.0474 -2.2895
C -1.3154 -2.5760 3.6343
H -2.0957 -2.6265 -3.7483
C 2.6395 0.8558 -3.9596
O -3.5946 1.9029 -4.8820
H 1.6017 -4.2339 -0.3835
C 5.6062 0.0391 0.3960
H 0.3033 -1.8815 -4.0249
H -1.3790 -4.1566 -4.2792
H -0.0010 -2.2246 -2.3241
H 0.9438 2.4757 2.9612
C 0.0428 -2.6694 -3.3182
O 4.3770 -0.8138 -4.0159
H 1.7887 1.0288 5.6092
H -1.9861 5.7382 -2.5130
H 1.8163 5.1676 2.6589
H 3.3895 1.6444 -4.0212
H -0.5337 -3.6908 5.0027
H 4.0423 0.1714 3.9797
H -0.3085 -1.3900 -0.1913
H -1.5542 1.0603 -3.2095
C -2.4949 1.1285 -5.2364
O -1.8216 4.5115 -0.8596
H 3.7495 -2.0930 4.1918
C -5.3566 2.3827 -1.4763
O -1.1325 -2.9416 4.9613
C 4.7870 1.2758 0.4931
C -3.8489 2.2350 -1.2930
H 1.7888 0.5740 0.8533
H 4.6053 1.7011 -0.4939
H 2.5696 -1.1218 -3.1408
C -0.1371 1.9448 5.5413
H -2.6504 -0.2135 -3.4819
H -3.4339 2.4240 -3.1596
H 2.3322 0.6101 -4.9761
C -3.1389 6.3808 -0.8361
H 3.0006 -1.7434 1.2120
H -3.0534 -2.7647 1.1423
```

Values from the calculation:
- Charge: +3
- Energy relative to the best compared isomer or geometry (same formula, charge and spin): 38.7 kcal per mole
- E_LUMO: -0.501 hartree
- Molar mass: 703.1 g/mol
- DFT total energy: -57143.6741 eV
- Kohn-Sham gap: 0.070 Eh
- HOMO level: -15.54 eV

2.
Here is a 13-piece molecular cluster, C27H80N2O13 overall in a non-equilibrium geometry from the OMol25 dataset. Energies are from the ωB97M-V functional and the def2-TZVPD basis.

XYZ file:
```
122
C27H80N2O13 | the OMol25 dataset | the ωB97M-V functional and the def2-TZVPD basis
H -21.8218 -1.6217 -9.8167
H -20.3367 -2.4922 -5.5767
H -24.6509 2.1659 -1.8892
O -18.8698 -1.2773 -2.2865
H -21.8243 -3.7771 -3.4252
H -24.3171 0.3505 -3.4913
H -20.7479 6.0167 -1.5577
O -17.6147 0.8253 -8.2913
N -20.4071 1.9200 -5.2174
C -21.4436 -4.3104 -5.0258
O -15.8276 0.8581 -6.4369
H -19.4136 -0.5748 -3.5744
H -18.3632 -1.9645 -5.1697
C -16.6563 -2.3769 -6.4194
H -21.9447 -6.3941 -4.8035
H -19.6390 -0.4393 -5.2936
H -16.7742 -0.6903 -7.1001
H -20.5434 -0.1747 -0.4721
H -22.0988 1.9967 -2.0845
H -20.5153 1.5291 -0.4720
H -23.5266 4.2588 -2.2187
H -16.6174 2.2804 -5.1500
H -16.9373 1.3607 -10.8021
H -23.1023 1.3749 -4.3448
H -23.0879 4.0355 -7.3509
H -19.7082 6.0762 -4.2913
H -21.6961 6.7572 0.6232
H -21.9392 -1.4789 -6.3754
C -17.7177 3.8777 -2.7210
H -20.0811 -1.6267 -9.8913
H -22.3470 -5.8167 -6.3287
H -19.6018 7.2115 0.2769
H -17.6292 4.3642 -1.7872
H -18.4333 6.1176 -0.5426
H -20.1813 1.5484 -6.1044
C -17.3139 -2.1675 -5.0408
O -22.9711 1.7962 -1.7372
H -17.9073 2.8443 -2.4797
H -24.3562 3.9770 -3.5728
H -22.8164 -1.2710 -4.2651
C -21.6134 -5.6871 -5.5174
O -21.6816 4.1126 -5.8348
C -20.6233 5.7199 -0.5594
C -23.4698 3.6207 -3.0012
C -18.7087 -2.6402 -2.3724
O -17.0345 -1.5766 -7.2966
H -16.7750 1.0251 -7.8687
H -18.9913 -3.0827 -3.3564
O -21.6071 5.8821 0.2204
H -23.6409 3.6716 -5.7077
H -19.4631 -3.9271 -5.9632
C -18.0451 1.8027 -8.9476
H -18.2277 -1.0101 -1.5906
C -24.0022 1.3370 -3.7415
H -20.9296 0.3164 -8.6880
H -15.6136 -2.2023 -6.2499
H -18.9371 6.2455 -2.7858
H -17.5832 -4.4682 -6.7272
O -20.4843 1.6737 -2.8465
H -17.3311 3.0544 -10.5828
H -22.6173 2.5113 -6.5490
H -19.6648 3.7337 -0.9949
H -18.9943 1.4448 -9.2592
H -15.9366 -4.4414 -6.3774
H -20.5757 4.0099 0.4770
H -14.9314 0.9446 -6.0472
H -18.7719 3.7387 -8.8823
C -20.4699 -3.5457 -5.8765
H -24.8867 1.6275 -4.3559
O -22.9935 -2.6827 -2.7913
O -18.6610 3.9475 -4.8267
H -17.2616 -3.1121 -4.4913
N -19.7394 0.0210 -4.3604
H -21.2699 -1.9204 -3.5844
H -17.7651 1.0893 -5.6249
H -19.0606 5.7102 0.9063
C -20.5406 4.1994 -0.5975
H -20.6479 -6.1011 -5.8117
H -16.7039 4.1442 -3.1404
H -16.0725 2.2823 -9.7035
H -20.8301 -3.5232 -6.8524
C -22.3105 -1.6084 -3.3922
H -16.5508 0.7171 -4.4773
C -18.7965 5.8317 -3.7667
C -20.9172 -1.6975 -9.1667
H -23.0164 -0.8084 -7.4331
H -22.0774 0.2579 -6.4827
H -23.9630 -2.5366 -2.8626
C -17.0577 2.1708 -10.0795
C -16.7022 -3.8378 -6.8459
H -21.3777 4.8251 -6.4498
C -18.8473 4.3252 -3.6431
H -20.9045 2.8310 -5.2911
C -20.8799 -0.6024 -8.1170
C -23.7772 2.2185 -2.5135
H -18.0083 6.2538 -4.3561
H -16.2440 -3.9821 -7.8337
H -22.4978 -3.9021 -5.0900
H -18.9535 3.0320 -4.9181
H -19.0207 0.6249 -0.3535
C -20.0466 0.6314 0.0117
H -21.4867 3.8096 -0.9458
H -19.0747 -0.3034 -8.1285
O -21.2212 -4.3835 -3.8080
H -19.2778 -3.0862 -1.5972
H -20.7177 0.8777 1.7511
O -19.9571 0.5603 1.4419
H -22.0712 -0.7377 -2.7507
C -18.3495 3.0307 -8.0889
C -19.3660 6.2497 0.0339
H -17.6645 -2.9411 -2.1566
C -22.0081 -0.6829 -7.0111
C -16.7158 1.2194 -5.3876
H -17.3791 3.2824 -7.7081
H -20.8498 -2.7816 -8.8666
O -19.7881 -0.5242 -7.4836
C -22.7917 3.5667 -6.3647
H -19.8457 4.0212 -3.2992
H -16.7854 -1.4488 -4.5348
H -19.0450 2.9299 -7.2469
H -22.5549 3.7848 -3.5642
C -20.1741 1.2109 -4.1126
```

Values from the calculation:
- Energy relative to the best compared isomer or geometry (same formula, charge and spin): 59.6 kcal per mole
- E_LUMO: 0.006 hartree
- Molar mass: 640.9 g/mol
- DFT total energy: -58882.8891 eV
- Kohn-Sham gap: 0.332 Eh
- HOMO level: -8.86 eV

3.
Here is a 5-piece molecular cluster, C27H82N12O4P6S overall in a non-equilibrium geometry from the OMol25 dataset. Energies are from the ωB97M-V functional and the def2-TZVPD basis.

XYZ file:
```
132
C27H82N12O4P6S | the OMol25 dataset | the ωB97M-V functional and the def2-TZVPD basis
H 2.8477 -2.4448 -8.1138
S 5.1747 0.5543 -7.6915
H 5.1956 -1.3755 -4.1253
H -4.4550 5.2129 6.1477
C -0.0871 -0.2480 -5.1393
H -2.4329 0.5897 -2.8951
P 3.0388 -0.9366 -5.3164
H -5.6088 -1.5601 -4.5526
H -0.6789 6.3413 6.0405
H -5.3685 4.1898 3.0107
N 5.2474 2.2442 -0.0315
C -0.1556 -3.7882 -4.2520
P -0.3998 -3.3907 2.6281
N -1.2619 -4.4907 1.6027
C 5.3979 2.8943 -1.3311
C 3.2599 -2.6349 -5.9905
C -0.7309 5.5240 5.3170
H -2.1820 6.6431 3.1731
N -2.1190 5.3636 4.8849
N -0.8665 -2.7536 -4.9996
C -0.8761 -4.3431 0.1958
H 0.7055 -0.7795 -4.6135
N -3.5480 -1.8111 -4.8848
H 1.5241 4.3898 0.4192
H 3.8517 -1.4647 0.8453
H -1.6458 -4.7531 -0.4609
H -3.6243 6.6983 4.2174
H 5.1725 1.2597 2.9671
H -3.8355 -2.3132 3.3458
N -1.7983 -2.7199 3.3758
H 0.1765 0.8125 -5.1736
H -2.0748 -3.9388 -6.3036
C -3.6881 -1.2857 -6.2297
C 5.9594 2.9961 0.9834
C 1.2322 -3.4381 4.7020
H 0.0673 -4.8601 -0.0156
H -0.7318 -4.7162 -4.1583
O -1.0817 3.3511 3.8283
C 2.3567 -2.8284 -7.2235
H -0.0526 5.7497 4.4862
H -2.4040 -0.8528 4.1913
H -1.3514 -2.4877 -7.0450
H 2.2646 -0.7123 0.7014
H 4.7183 -0.3970 3.1728
C -3.7156 2.0059 5.6408
H -4.0329 1.9945 2.3940
H 4.1140 -0.1896 -3.3007
N -1.4083 -0.3531 -4.5028
H -4.6907 4.8210 1.5019
C 2.2522 2.6748 2.2642
H 2.0684 -3.8689 -7.3454
H -0.6621 -1.0479 4.0347
N 3.7292 0.5340 1.5950
H -1.2130 1.5955 -3.6700
H 1.8073 -4.0850 5.3658
O 3.5544 0.5727 -0.8965
H -3.2152 -2.7766 1.7545
H 0.1854 -5.6418 5.4629
H -3.5899 -0.1925 -6.2818
H -1.1526 -4.4836 5.5276
H 2.9802 -3.3666 -5.2358
H 1.6446 3.5555 2.4822
P -2.0665 -1.8945 -4.0346
H -3.1700 4.4031 7.0685
N 0.2624 -4.2294 3.9483
H -1.1238 -5.7828 4.3292
H -2.3359 2.2477 1.9324
P 3.7088 1.5543 0.1958
H 2.8239 -1.2320 2.2736
P 3.1477 0.3428 -7.0503
H 4.8573 3.8513 -1.3843
H -0.7186 0.2945 -2.5700
C -2.5417 6.5807 4.2082
H -2.1599 7.4438 4.7564
C -3.1339 -2.9692 2.8250
C -1.3690 -5.9088 1.9072
H 6.0157 2.4732 1.9277
H -0.3641 4.6274 5.8105
H -1.8643 -6.4136 1.0762
N -3.7661 3.4342 5.2391
H -3.5944 1.3708 4.7594
H 2.3864 3.6714 -0.9372
H 6.9906 3.1341 0.6504
O -2.3231 -3.0216 -3.0855
H -2.8830 1.7976 6.3209
C -3.3194 2.7152 1.9674
N -3.2630 3.9592 2.7331
C -4.6604 -1.3555 -4.0541
H 1.0680 2.7783 -0.1664
H -0.3440 -3.8496 -6.6920
H 2.8476 1.5697 -6.4204
H 1.9343 -2.9546 4.0238
H 5.7949 0.0363 1.8303
H 5.0457 0.2781 -4.7035
H -1.6351 -0.7214 2.5957
H -3.6232 2.9224 0.9404
P -2.4374 3.7955 4.2090
H 0.0968 -3.4513 -3.2489
H -0.1274 -0.5919 -6.1696
C 4.4982 -0.5505 -4.2533
H -0.7534 -3.2986 -0.0762
H -4.6128 -0.2760 -3.8453
H -2.9835 -1.7232 -6.9232
H 5.0281 2.2457 -2.1243
C -1.1953 -3.2797 -6.3124
C -1.6196 -1.2571 3.5514
N 2.8981 2.8613 0.9602
H 1.6000 1.8026 2.3088
C -1.4359 0.5795 -3.3462
H 2.9912 2.6130 3.0603
H -2.0071 -6.0955 2.7708
H 6.4521 3.0913 -1.5312
H 5.5285 3.9909 1.1647
H -4.6821 -1.5498 -6.5979
H 0.7510 -2.6620 5.3158
C -4.5002 4.6992 2.5702
H 1.4534 -2.2254 -7.1078
H -4.8066 3.7358 7.0118
H 5.8079 -0.3632 -6.9497
O 0.7393 -3.0313 1.7644
H -4.4469 5.6974 2.9818
C 4.9198 0.3578 2.4103
H 4.2983 -2.7982 -6.2851
H -3.4520 -3.9888 3.0306
C 3.1454 -0.7830 1.3325
C -4.0389 4.2481 6.4282
H -0.3945 -6.3875 2.0703
C 1.9109 3.4520 0.0225
C -0.5087 -5.0623 4.8504
H -4.6454 1.7151 6.1277
H -4.6656 -1.8909 -3.1046
H 0.7839 -4.0100 -4.7672
```

Values from the calculation:
- Structure (SMILES): CN(C)P(=O)(N(C)C)N(C)C.CN(C)P(=O)(N(C)C)N(C)C.CN(C)P(=O)(N(C)C)N(C)C.CN(C)P(=O)(N(C)C)N(C)C.CCP(C)#[PH]S
- Energy relative to the best compared isomer or geometry (same formula, charge and spin): 0.0 kcal per mole
- E_LUMO: 0.013 hartree
- Molar mass: 856.9 g/mol
- DFT total energy: -121967.3238 eV
- Kohn-Sham gap: 0.304 Eh
- HOMO level: -7.92 eV